111
Properties=species:S:1:pos:R:3:forces:R:3:mulliken_spin:R:1 method="wB97M-V/def2-TZVPD" total_charge=-2 s2=2.051 gap_ev="3.57 / 6.40" de_lowest_kcal_mol=24.3 multiplicity=3
Ti 0.0306 0.4111 0.3198 -0.5 0.3 1.8 0.22
O 1.3763 1.6458 0.6633 0.4 0.6 0.3 0.04
C 1.6037 2.8469 1.1843 -0.1 -0.1 -0.1 0.14
C 2.9056 3.3232 1.2666 0.1 0.1 0.0 -0.09
C 3.1881 4.5634 1.8357 -0.1 -0.1 0.0 0.21
C 2.1402 5.3404 2.3370 0.0 0.0 0.0 -0.12
C 0.8411 4.8840 2.2538 0.0 0.0 0.0 0.12
C 0.5218 3.6366 1.6648 0.1 0.1 0.0 -0.14
C -0.8121 3.1972 1.5348 -0.1 0.0 0.0 0.46
N -1.2007 2.0594 0.9494 0.3 -0.2 -0.2 0.10
C -2.6371 1.8747 0.8723 -0.1 0.0 0.0 -0.01
C -2.8981 0.8016 -0.1764 0.0 0.1 0.0 0.06
N -1.9563 -0.2480 0.1316 0.2 -0.2 -0.3 0.18
C -2.4855 -1.3197 0.7552 0.0 0.1 0.2 0.36
C -1.8684 -2.0521 1.7826 0.0 0.0 0.0 -0.04
C -2.4312 -3.2591 2.2730 0.0 0.0 0.0 0.21
C -1.9217 -3.8995 3.3866 0.0 0.0 0.0 -0.14
C -0.8424 -3.3443 4.0758 0.0 0.0 0.0 0.25
C -0.2673 -2.1563 3.6142 0.0 -0.1 0.0 -0.07
C -0.7181 -1.5237 2.4621 0.0 0.1 0.0 0.10
O -0.1413 -0.4161 2.0250 0.0 -0.5 0.4 0.02
H 3.6967 2.6907 0.8801 0.0 0.0 0.0 -0.01
H 4.2111 4.9150 1.8901 0.0 0.0 0.0 0.02
H 2.3472 6.3011 2.7962 0.0 0.0 0.0 -0.01
H 0.0258 5.4891 2.6398 0.0 0.0 0.0 0.01
H -1.5868 3.8637 1.9195 0.0 0.0 0.0 0.04
H -3.1435 2.8174 0.6173 0.0 0.0 0.0 0.00
H -3.0380 1.5266 1.8383 0.0 0.0 0.0 0.00
H -2.7402 1.2164 -1.1757 0.0 0.0 0.0 0.00
H -3.9338 0.4435 -0.1212 0.0 0.0 0.0 0.01
H -3.5101 -1.5966 0.4955 0.0 0.0 0.0 -0.04
H -3.2791 -3.6775 1.7394 0.0 0.0 0.0 0.03
H -2.3678 -4.8275 3.7281 0.0 0.0 0.0 -0.01
H -0.4439 -3.8267 4.9615 0.0 0.0 0.0 0.03
H 0.5525 -1.6984 4.1524 0.1 0.0 0.0 0.00
Cl 2.0748 -0.3455 -2.9341 0.2 -0.2 0.0 0.00
C 1.5479 -1.8025 -3.6978 0.1 0.2 0.0 0.00
C 2.0176 -2.0222 -4.9908 0.0 0.0 0.0 0.00
C 1.6596 -3.1615 -5.6859 0.0 0.0 0.1 0.00
C 0.8247 -4.0890 -5.0782 0.0 0.0 0.0 0.00
C 0.3662 -3.8553 -3.7933 0.0 0.0 0.0 0.00
C 0.7078 -2.7125 -3.0615 -0.2 -0.2 0.0 0.00
P 0.0516 -2.5175 -1.3172 0.1 -0.2 -0.3 0.02
C -1.5113 -3.4873 -1.5334 0.0 0.0 0.1 0.00
C -1.7239 -4.7820 -1.0669 0.0 0.0 0.0 0.03
C -2.9675 -5.3915 -1.1914 0.0 0.0 0.0 -0.01
C -4.0195 -4.7190 -1.7930 0.0 0.0 0.0 0.01
C -3.8166 -3.4289 -2.2705 0.0 0.0 0.0 -0.02
C -2.5815 -2.8166 -2.1335 0.0 0.0 0.0 0.02
C 1.1509 -3.7602 -0.5011 0.0 0.1 0.0 0.00
C 0.8383 -4.1886 0.7918 0.0 0.0 0.0 0.00
C 1.6707 -5.0591 1.4786 0.0 0.0 0.0 0.01
C 2.8508 -5.5033 0.8950 0.0 0.0 0.1 0.00
C 3.1931 -5.0545 -0.3692 0.0 0.0 0.0 0.00
C 2.3532 -4.1900 -1.0581 0.0 0.0 0.0 0.00
H 2.6670 -1.2799 -5.4349 0.0 0.0 0.0 0.00
H 2.0292 -3.3189 -6.6920 0.0 0.0 0.0 0.00
H 0.5302 -4.9927 -5.5978 0.0 0.0 0.0 0.00
H -0.2772 -4.5942 -3.3355 0.0 0.0 0.0 0.00
H -0.9163 -5.3301 -0.5990 0.0 0.0 0.0 0.01
H -3.1091 -6.3962 -0.8096 0.0 0.0 0.0 0.00
H -4.9898 -5.1928 -1.8880 0.0 0.0 0.0 0.00
H -4.6307 -2.8878 -2.7387 0.0 0.0 0.0 0.00
H -2.4329 -1.8049 -2.4875 0.0 0.1 0.0 0.00
H -0.0683 -3.8453 1.2726 0.0 0.0 0.0 0.00
H 1.3921 -5.3699 2.4791 0.0 0.0 0.0 0.00
H 3.5125 -6.1774 1.4265 0.0 0.0 0.0 0.00
H 4.1279 -5.3622 -0.8221 0.0 0.0 0.0 0.00
H 2.6618 -3.8372 -2.0320 0.0 0.0 0.0 0.00
Br -3.0908 3.5833 -6.6316 0.0 0.0 0.0 0.00
C -2.1916 3.5405 -4.9471 0.0 0.0 0.0 0.00
C -1.9708 4.7341 -4.2799 0.0 0.0 0.0 0.00
C -1.3180 4.7016 -3.0549 0.0 0.0 0.0 0.00
C -0.9007 3.4945 -2.5123 0.0 0.0 0.0 -0.01
C -1.1346 2.3098 -3.2008 -0.1 0.0 0.1 0.01
C -1.7852 2.3268 -4.4286 0.0 0.0 0.0 0.00
C -0.7339 0.9774 -2.5907 0.1 0.3 -0.1 0.01
O -0.9519 -0.0561 -3.2052 -0.3 -0.1 0.1 0.01
O -0.1724 1.1136 -1.4477 0.0 -0.2 -1.4 -0.02
H -2.3102 5.6682 -4.7069 0.0 0.0 0.0 0.00
H -1.1396 5.6259 -2.5199 0.0 0.0 0.0 0.00
H -0.4100 3.4466 -1.5485 0.0 0.0 0.0 0.01
H -1.9538 1.3907 -4.9429 0.0 0.0 0.0 0.00
C 2.3336 -5.3590 7.9681 0.0 0.0 0.0 0.00
C 3.1990 -4.7047 6.9246 0.0 0.0 0.0 0.00
C 3.2555 -5.2092 5.6281 0.0 0.0 0.0 0.01
C 4.0050 -4.5757 4.6512 0.0 0.0 0.0 0.00
C 4.7108 -3.4265 4.9704 0.0 0.0 0.0 0.00
C 4.6737 -2.9098 6.2551 0.0 0.0 0.0 0.00
C 3.9236 -3.5560 7.2264 0.0 0.0 0.0 0.00
S 5.5995 -2.5671 3.6926 0.0 -0.1 0.0 0.00
O 6.6062 -3.4319 3.1318 0.0 0.0 0.0 0.00
O 6.0295 -1.3258 4.2883 0.0 0.0 0.0 0.00
N 4.4319 -2.4161 2.5981 0.0 0.0 0.1 0.00
C 3.2265 -1.6390 2.9503 0.0 -0.1 0.0 0.02
C 3.1126 -0.3728 2.1173 0.0 0.1 0.0 0.00
C 2.9444 -0.8053 0.6661 -0.2 0.0 -0.1 0.00
O 3.9573 -1.1994 0.0720 0.0 -0.1 0.0 0.00
O 1.7597 -0.8466 0.1872 -0.1 0.1 -0.4 -0.01
H 2.0716 -6.3771 7.6810 0.0 0.0 0.0 0.00
H 1.4031 -4.8021 8.0988 0.0 0.0 0.0 0.00
H 2.8377 -5.3924 8.9352 0.0 0.0 0.0 0.00
H 2.6823 -6.0934 5.3736 0.0 0.0 0.0 0.00
H 4.0221 -4.9387 3.6325 0.0 0.0 0.0 0.00
H 5.2155 -1.9985 6.4689 0.0 0.0 0.0 0.00
H 3.8798 -3.1467 8.2296 0.0 0.0 0.0 0.00
H 4.7491 -2.2432 1.6391 0.0 0.0 -0.1 0.00
H 3.2532 -1.3948 4.0137 0.0 0.0 0.0 0.00
H 2.3621 -2.2798 2.7733 -0.1 0.0 0.0 -0.01
H 4.0322 0.2062 2.2216 -0.1 0.1 0.0 0.00
H 2.2546 0.2057 2.4481 0.0 0.0 0.0 0.00

---

89
Properties=species:S:1:pos:R:3:forces:R:3:lowdin_charge:R:1 method="wB97M-V/def2-TZVPD" total_charge=-2 gap_ev=6.14 de_lowest_kcal_mol=3.0
Tl 0.8156 0.3406 0.2213 0.1 0.0 0.0 0.81
N 2.3319 -4.0301 -1.2122 0.1 0.0 0.0 0.03
C 1.9842 -3.1216 -0.2323 -0.1 -0.1 0.1 -0.95
S 3.0996 -1.8839 0.1298 0.0 0.0 0.0 0.47
N 0.8130 -3.3876 0.3233 -0.1 -0.2 -0.2 -0.03
N 0.2783 -2.3924 1.0512 0.0 0.1 0.3 0.01
C -0.6217 -2.6842 1.9268 0.2 0.0 -0.1 -0.20
C -1.0506 -4.0677 2.2863 0.0 -0.1 -0.1 -0.17
C -1.0600 -4.4635 3.6232 0.1 0.0 0.0 -0.05
C -1.4521 -5.7419 3.9926 0.0 0.0 0.0 -0.10
C -1.8529 -6.6515 3.0245 0.0 0.0 0.0 -0.12
C -1.8470 -6.2697 1.6890 0.0 0.0 0.0 -0.09
C -1.4440 -4.9950 1.3208 0.0 0.1 0.0 -0.03
C -1.2805 -1.5459 2.6120 -0.3 0.0 -0.2 -0.22
C -2.5359 -1.6941 3.2140 0.0 -0.1 0.0 -0.02
C -3.1515 -0.5946 3.7810 0.0 0.0 0.0 -0.07
C -2.5175 0.6378 3.7332 0.0 0.0 0.0 -0.08
C -1.2885 0.7002 3.0955 0.0 0.0 0.1 -0.16
N -0.6851 -0.3528 2.5610 0.1 0.0 0.1 0.06
H 3.3180 -4.0996 -1.3949 0.0 0.0 0.0 0.05
H 1.8069 -4.8909 -1.2026 0.0 0.0 0.0 0.08
H -0.7438 -3.7582 4.3830 0.0 0.0 0.0 0.12
H -1.4448 -6.0277 5.0379 0.0 0.0 0.0 0.09
H -2.1718 -7.6473 3.3090 0.0 0.0 0.0 0.09
H -2.1597 -6.9727 0.9261 0.0 0.0 0.0 0.09
H -1.4290 -4.7024 0.2821 0.0 0.0 0.0 0.11
H -3.0279 -2.6562 3.2074 0.0 0.0 0.0 0.11
H -4.1261 -0.6970 4.2435 0.0 0.0 0.0 0.10
H -2.9719 1.5288 4.1443 0.0 0.0 0.0 0.10
H -0.7539 1.6419 3.0045 0.0 0.0 0.0 0.11
C 5.8095 1.1634 -3.7197 0.0 0.0 0.0 -0.06
C 5.2030 1.7626 -2.4764 0.0 0.1 0.0 -0.29
C 4.7469 0.9549 -1.4399 0.0 0.0 0.0 -0.05
C 4.1901 1.5131 -0.2987 0.0 0.0 0.0 -0.09
C 4.0811 2.8908 -0.1862 0.0 0.1 0.0 -0.26
C 4.5306 3.7130 -1.2107 0.0 0.0 0.0 -0.06
C 5.0883 3.1451 -2.3474 0.0 0.0 0.0 -0.06
S 3.1936 3.5782 1.2048 -0.1 -0.1 -0.1 0.52
O 3.5858 4.9790 1.2726 0.0 0.0 0.0 -0.36
O 3.5185 2.7646 2.3508 0.0 0.0 0.0 -0.34
N 1.7037 3.2936 0.7978 0.0 0.2 0.1 -0.16
C 1.0744 3.9790 -0.2039 0.0 0.0 -0.1 -0.42
C 1.2398 5.3586 -0.4859 0.1 0.0 0.0 -0.03
C 0.5006 5.9363 -1.4907 0.0 0.0 -0.1 -0.11
C -0.4065 5.1691 -2.2213 0.0 0.0 0.0 -0.11
C -0.5051 3.8317 -1.8865 0.0 0.0 0.0 -0.17
N 0.2038 3.2473 -0.9263 -0.1 0.0 0.0 0.07
H 5.8361 0.0762 -3.6587 0.0 0.0 0.0 0.07
H 6.8308 1.5228 -3.8668 0.0 0.0 0.0 0.07
H 5.2358 1.4383 -4.6078 0.0 0.0 0.0 0.07
H 4.8065 -0.1246 -1.5221 0.0 0.0 0.0 0.08
H 3.8276 0.8780 0.4994 0.0 0.0 0.0 0.06
H 4.4303 4.7848 -1.1042 0.0 0.0 0.0 0.10
H 5.4322 3.7837 -3.1551 0.0 0.0 0.0 0.10
H 1.9439 5.9265 0.1034 0.0 0.0 0.0 0.08
H 0.6217 6.9919 -1.7108 0.0 0.0 0.0 0.09
H -1.0139 5.5935 -3.0092 0.0 0.0 0.0 0.08
H -1.1925 3.1790 -2.4185 0.0 0.0 0.0 0.10
N -2.0885 -3.1318 -3.2316 0.0 0.0 0.2 0.20
C -1.1617 -2.9936 -4.1990 0.0 0.1 0.0 -0.51
O -1.1075 -3.7250 -5.1820 0.0 0.0 0.0 0.01
C -0.2048 -1.8542 -4.0211 0.0 -0.1 0.1 -0.11
C 0.3527 -1.2366 -5.1303 0.0 0.0 0.0 -0.02
C 1.2111 -0.1663 -4.9439 0.0 0.0 0.0 -0.06
C 1.4834 0.2473 -3.6457 -0.1 -0.1 0.0 -0.13
N 0.9711 -0.3554 -2.5802 0.1 0.0 0.0 0.04
C 0.1578 -1.3909 -2.7622 0.0 0.1 0.0 -0.09
H -2.7412 -3.8911 -3.3167 0.0 0.0 0.0 0.11
H -2.2065 -2.4960 -2.4497 -0.1 0.1 0.0 0.08
H 0.1042 -1.6024 -6.1188 0.0 0.0 0.0 0.11
H 1.6497 0.3521 -5.7866 0.0 0.0 0.0 0.09
H 2.1357 1.0921 -3.4467 0.0 0.0 0.0 0.11
H -0.2290 -1.8444 -1.8591 0.0 -0.1 0.0 0.09
O -3.7938 -1.3373 -0.9260 0.0 -0.1 -0.2 -0.03
C -2.9959 -0.4371 -0.6026 0.0 -0.2 0.2 -0.65
O -1.7446 -0.4799 -0.6242 0.0 0.0 -0.1 -0.14
C -3.6134 0.8789 -0.1131 0.0 0.1 -0.1 -0.09
C -2.8118 1.9023 0.3766 0.0 0.0 -0.1 -0.02
C -3.3607 3.1129 0.7865 0.0 0.0 0.0 -0.05
C -4.7262 3.3154 0.7106 -0.1 0.0 0.0 -0.02
C -5.5174 2.2853 0.2175 0.2 0.0 0.0 -0.15
C -4.9851 1.0752 -0.1948 -0.1 0.0 0.1 0.06
N -6.9653 2.4961 0.1331 -0.1 0.0 0.0 -0.36
O -7.6417 1.6566 -0.4339 0.0 0.1 0.1 0.06
O -7.4305 3.5099 0.6355 0.0 -0.1 -0.1 0.03
H -1.7403 1.7525 0.4057 0.0 0.0 0.0 0.06
H -2.7128 3.9029 1.1442 0.0 0.0 0.0 0.11
H -5.1857 4.2471 1.0060 0.0 0.0 0.0 0.11
H -5.6160 0.2811 -0.5661 0.0 0.0 0.0 0.12

---

12
Properties=species:S:1:pos:R:3:forces:R:3:nbo_charge:R:1 method="wB97M-V/def2-TZVPD" gap_ev=9.94 de_lowest_kcal_mol=53.7
C 1.7529 -0.1743 0.0070 -2.2 1.0 1.2 -0.99
C -1.0878 -0.5628 0.3912 3.5 3.3 1.8 -0.89
O -0.2478 1.8494 -0.2213 -0.3 3.8 0.5 -1.10
P 0.1171 0.5123 -0.5698 0.7 -4.2 0.8 1.74
S -2.8286 -0.4648 0.0859 -0.1 0.5 -0.1 0.03
H 2.6026 0.4112 -0.1444 1.0 1.7 -0.4 0.25
H 1.5867 -0.1942 1.0836 0.3 -0.1 0.2 0.23
H 2.0816 -1.1175 -0.2927 -0.3 -1.9 -0.8 0.24
H -0.7075 -1.5465 0.5828 -0.2 -0.6 0.0 0.24
H -0.5056 0.1983 1.4410 -2.5 -2.3 -2.2 0.21
H 0.1376 0.2948 -1.9080 -0.2 -0.5 -1.3 -0.11
H -2.9012 0.7941 -0.4553 0.3 -0.6 0.4 0.15

---

111
Properties=species:S:1:pos:R:3:forces:R:3:lowdin_charge:R:1 method="wB97M-V/def2-TZVPD" gap_ev=9.44 smiles=C#CCCOCCO[C@H](N)B(O)O.Fc1ccccc1.Fc1ccccc1.Fc1ccccc1.Fc1ccccc1.Fc1ccccc1.Fc1ccccc1.Fc1ccccc1
C 1.4112 5.3265 2.7081 0.4 0.3 0.0 0.11
C 1.0604 5.6651 1.6146 -1.0 -0.8 -0.1 -0.14
C 0.4402 5.7475 0.2891 1.2 0.6 -0.1 -0.17
C 0.8803 4.6392 -0.6869 -0.3 0.5 -0.7 -0.21
O 0.0239 3.5266 -0.7274 0.3 0.1 0.2 -0.12
C 0.1645 2.6864 0.3929 -0.8 -0.6 0.8 -0.19
C -1.0153 1.6869 0.4496 1.4 -0.1 -0.8 -0.18
O -2.2345 2.2080 -0.0178 -0.1 -0.2 0.6 -0.08
C -2.7054 3.3085 0.7220 -0.9 0.3 0.0 -0.32
N -2.5904 3.1403 2.1851 -0.4 0.3 -0.2 0.10
B -4.2093 3.6189 0.2333 0.6 -0.1 0.1 -0.58
O -4.5933 4.9298 0.1548 -0.2 -0.2 0.1 0.19
O -5.0790 2.6172 -0.1231 0.4 0.2 -0.3 0.16
H 1.8146 5.0709 3.6478 0.1 0.0 0.4 0.02
H 0.7865 6.6839 -0.1559 -0.1 0.1 -0.1 0.11
H -0.6404 5.8368 0.3346 -0.2 -0.2 0.1 0.11
H 1.9326 4.3708 -0.5571 0.0 -0.1 0.4 0.13
H 0.8283 5.0904 -1.6788 -0.1 -0.2 -0.1 0.11
H 0.1782 3.2196 1.3475 0.0 0.4 -0.2 0.10
H 1.0913 2.1005 0.3481 0.1 0.1 -0.1 0.13
H -1.0720 1.2710 1.4482 -0.2 0.2 0.2 0.09
H -0.7277 0.8596 -0.2005 -0.5 -0.1 -0.3 0.13
H -2.1222 4.2044 0.4637 0.3 -0.1 0.1 0.12
H -3.4574 2.7839 2.5754 0.1 -0.3 0.0 0.08
H -2.5111 4.0727 2.5768 0.3 -0.1 0.2 0.08
H -3.9035 5.4841 0.5261 0.0 0.3 -0.2 0.09
H -5.2659 2.7271 -1.0629 -0.6 -0.2 0.0 0.10
F 2.8684 6.4458 -4.0661 0.0 0.0 0.0 0.05
C 2.1686 5.7234 -4.9681 -0.3 -0.3 -0.3 -0.29
C 0.8041 5.9117 -5.0726 -0.1 0.2 0.2 -0.02
C 0.0884 5.1724 -6.0021 0.1 -0.1 0.0 -0.08
C 0.7410 4.2484 -6.8070 -0.1 0.0 -0.1 -0.09
C 2.1112 4.0677 -6.6860 -0.1 0.1 0.0 -0.07
C 2.8324 4.8128 -5.7653 0.2 -0.1 0.1 -0.04
H 0.3105 6.6308 -4.4314 0.0 0.0 0.0 0.12
H -0.9793 5.3170 -6.0978 0.0 0.0 0.0 0.10
H 0.1801 3.6694 -7.5288 0.0 0.0 0.0 0.10
H 2.6211 3.3460 -7.3095 0.0 0.0 0.0 0.11
H 3.9010 4.6885 -5.6652 0.0 -0.1 0.0 0.11
F -1.0144 -0.7263 2.4324 0.0 -0.1 0.1 0.04
C -1.8277 -1.7769 2.1859 -0.3 -0.3 -0.1 -0.27
C -1.2993 -3.0514 2.1971 0.2 0.0 0.1 0.00
C -2.1350 -4.1290 1.9489 -0.2 0.0 -0.1 -0.07
C -3.4817 -3.9177 1.6830 0.0 0.0 0.0 -0.09
C -3.9940 -2.6265 1.6703 0.1 -0.1 0.0 -0.08
C -3.1636 -1.5451 1.9284 -0.1 0.3 0.0 -0.01
H -0.2487 -3.1991 2.3985 0.0 -0.1 0.0 0.09
H -1.7355 -5.1336 1.9626 0.0 0.0 0.0 0.09
H -4.1317 -4.7602 1.4856 0.0 0.0 0.0 0.10
H -5.0421 -2.4606 1.4587 0.0 0.0 0.0 0.10
H -3.5443 -0.5314 1.9305 0.0 0.0 0.0 0.12
F -0.4889 -6.7507 3.3078 0.0 0.0 -0.1 0.04
C -0.5206 -6.4269 4.6197 0.0 0.2 0.5 -0.30
C -1.6933 -6.6005 5.3259 -0.2 -0.1 -0.2 -0.02
C -1.7253 -6.2713 6.6722 0.2 0.0 0.0 -0.08
C -0.5910 -5.7654 7.2921 0.0 0.0 0.1 -0.09
C 0.5783 -5.5931 6.5655 -0.2 -0.1 0.0 -0.08
C 0.6181 -5.9298 5.2205 0.2 0.0 -0.2 -0.02
H -2.5692 -6.9900 4.8235 0.0 0.0 0.0 0.12
H -2.6366 -6.4098 7.2383 0.0 0.0 0.0 0.10
H -0.6197 -5.5057 8.3423 0.0 0.0 0.0 0.10
H 1.4623 -5.1953 7.0460 0.0 0.0 0.0 0.11
H 1.5234 -5.8094 4.6404 0.0 0.0 0.0 0.11
F -8.8172 -0.1301 -5.0324 0.0 0.0 0.0 0.06
C -7.9985 -0.1224 -3.9630 0.2 0.0 0.2 -0.29
C -8.4460 -0.6531 -2.7692 -0.2 -0.1 0.0 -0.02
C -7.5992 -0.6482 -1.6700 0.1 0.1 -0.1 -0.08
C -6.3252 -0.1066 -1.7754 0.1 0.0 0.1 -0.10
C -5.8940 0.4262 -2.9826 -0.1 0.0 0.1 -0.09
C -6.7332 0.4154 -4.0882 0.1 0.1 -0.2 -0.02
H -9.4453 -1.0634 -2.7059 0.0 0.0 0.0 0.12
H -7.9344 -1.0667 -0.7304 0.0 0.0 0.0 0.10
H -5.6673 -0.0993 -0.9162 0.0 0.0 0.0 0.10
H -4.9012 0.8511 -3.0638 0.0 0.0 0.0 0.11
H -6.4128 0.8182 -5.0401 0.0 0.0 0.0 0.12
F 1.9778 -4.0673 2.8193 0.0 0.0 0.0 0.04
C 2.7748 -2.9768 2.7996 0.2 0.3 0.0 -0.27
C 2.2348 -1.7562 2.4470 -0.2 0.0 -0.1 -0.01
C 3.0540 -0.6373 2.4310 0.2 -0.1 0.0 -0.07
C 4.3987 -0.7544 2.7575 0.0 0.1 0.0 -0.09
C 4.9243 -1.9913 3.1057 -0.1 0.1 0.0 -0.08
C 4.1073 -3.1124 3.1328 0.1 -0.2 0.1 -0.02
H 1.1895 -1.6837 2.1881 0.0 0.1 0.0 0.09
H 2.6421 0.3269 2.1634 0.0 0.0 0.0 0.10
H 5.0366 0.1196 2.7405 0.0 0.0 0.0 0.10
H 5.9726 -2.0841 3.3564 0.0 0.0 0.0 0.10
H 4.4965 -4.0839 3.4090 0.0 0.0 0.0 0.12
F 4.7865 5.5377 -8.0414 0.1 0.0 0.0 0.05
C 5.3605 6.7180 -7.7267 0.1 0.3 0.1 -0.27
C 6.1036 7.3778 -8.6851 0.0 -0.1 -0.2 -0.02
C 6.6909 8.5929 -8.3636 -0.1 0.0 0.2 -0.08
C 6.5368 9.1260 -7.0908 0.0 0.1 0.0 -0.10
C 5.7896 8.4461 -6.1386 0.1 0.0 -0.2 -0.07
C 5.1912 7.2360 -6.4574 0.0 -0.1 0.1 -0.01
H 6.2185 6.9421 -9.6690 0.0 0.0 0.0 0.12
H 7.2701 9.1239 -9.1072 0.0 0.0 0.0 0.10
H 6.9997 10.0719 -6.8419 0.0 0.0 0.0 0.10
H 5.6717 8.8581 -5.1453 0.0 0.0 0.0 0.11
H 4.6025 6.7003 -5.7318 0.0 0.0 0.0 0.08
F 0.0683 -9.3497 5.5645 0.0 0.0 -0.1 0.06
C 1.0532 -9.9382 4.8564 0.2 -0.2 -0.1 -0.28
C 1.6334 -11.0885 5.3551 -0.1 -0.1 0.2 -0.02
C 2.6446 -11.7033 4.6316 0.0 0.1 -0.1 -0.09
C 3.0691 -11.1581 3.4277 0.1 0.0 -0.1 -0.10
C 2.4776 -9.9992 2.9439 0.0 -0.1 0.1 -0.08
C 1.4586 -9.3846 3.6579 -0.1 0.2 -0.1 -0.01
H 1.2939 -11.4938 6.2993 0.0 0.0 0.0 0.12
H 3.1021 -12.6085 5.0082 0.0 0.0 0.0 0.10
H 3.8609 -11.6374 2.8669 0.0 0.0 0.0 0.10
H 2.8100 -9.5714 2.0073 0.0 0.0 0.0 0.11
H 0.9819 -8.4878 3.2913 0.0 0.0 0.0 0.10

---

Let's list E_tot in order: -200262.457, -94034.944, -24357.743, -80985.689 eV.